Entry 1:
This record from OMol25 describes a cluster of 2 separate species, C2H2NO2S in total in a non-equilibrium geometry. The level of theory is the ωB97M-V functional and the def2-TZVPD basis.

Orbital gap (alpha / beta) ... 5.214 / 7.227 eV
Energy relative to the best compared isomer or geometry (same formula, charge and spin) ... 7.7 kcal per mole
⟨S²⟩ ... 2.017
Spin multiplicity ... 3
Charge ... -1

Element x y z (Å)
C1 1.32 0.33 0.35
C2 2.47 -0.36 -0.04
N1 2.15 1.23 0.00
O1 -2.89 -1.46 0.25
O2 -3.55 0.88 -0.02
S1 -2.52 -0.14 -0.27
H1 0.37 0.34 0.68
H2 2.66 -0.82 -0.95

Entry 2:
This record from OMol25 describes a cluster of 12 separate species, C60H68N12O20 in total in a non-equilibrium geometry. The level of theory is the ωB97M-V functional and the def2-TZVPD basis.

SMILES ... O=[N+]([O-])c1ccccc1.O=[N+]([O-])c1ccccc1.O=[N+]([O-])c1ccccc1.O=[N+]([O-])c1ccccc1.O=[N+]([O-])c1ccccc1.O=[N+]([O-])c1ccccc1.O=[N+]([O-])c1ccccc1.O=[N+]([O-])c1ccccc1.CN(C)C=O.CN(C)C=O.CN(C)C=O.CN(C)C=O
Orbital gap ... 7.810 eV
Energy relative to the best compared isomer or geometry (same formula, charge and spin) ... 0.0 kcal per mole
Charge ... 0

Element x y z (Å)
O1 1.63 -3.52 -7.37
N1 1.72 -2.26 -7.58
O2 2.47 -1.76 -8.40
C1 0.83 -1.41 -6.88
C2 0.85 -0.05 -7.13
C3 -0.03 0.79 -6.47
C4 -0.97 0.27 -5.52
C5 -1.04 -1.10 -5.32
C6 -0.03 -1.88 -5.93
H1 1.59 0.40 -7.78
H2 0.01 1.83 -6.73
H3 -1.66 0.84 -4.91
H4 -1.53 -1.56 -4.48
H5 0.04 -2.90 -5.58
O3 -1.80 1.38 -1.92
N2 -1.93 2.29 -1.08
O4 -0.92 2.71 -0.46
C7 -3.31 2.83 -0.97
C8 -4.17 2.73 -2.05
C9 -5.38 3.48 -2.02
C10 -5.72 4.08 -0.86
C11 -4.95 4.10 0.30
C12 -3.70 3.51 0.21
H6 -3.83 2.23 -2.94
H7 -6.12 3.53 -2.80
H8 -6.71 4.52 -0.84
H9 -5.36 4.57 1.18
H10 -3.00 3.48 1.03
O5 2.13 4.83 1.42
N3 0.91 5.17 1.21
O6 0.60 5.82 0.20
C13 -0.10 4.74 2.17
C14 -0.01 3.53 2.86
C15 -1.02 3.13 3.74
C16 -2.01 4.04 4.00
C17 -2.21 5.22 3.34
C18 -1.18 5.60 2.47
H11 0.83 2.87 2.70
H12 -0.90 2.24 4.35
H13 -2.75 3.93 4.78
H14 -3.10 5.79 3.55
H15 -1.30 6.59 2.05
O7 -9.36 -0.35 0.69
N4 -9.08 -0.19 -0.48
O8 -9.82 0.14 -1.36
C19 -7.64 -0.43 -0.79
C20 -7.19 0.01 -2.03
C21 -5.84 0.02 -2.35
C22 -4.87 -0.59 -1.50
C23 -5.37 -1.14 -0.37
C24 -6.70 -1.06 -0.01
H16 -7.75 0.41 -2.87
H17 -5.56 0.43 -3.30
H18 -3.81 -0.62 -1.72
H19 -4.63 -1.66 0.22
H20 -6.99 -1.49 0.94
O9 1.93 0.00 -3.93
N5 2.86 0.78 -4.13
O10 3.60 0.71 -5.10
C25 2.97 1.97 -3.28
C26 3.73 3.13 -3.51
C27 3.74 4.22 -2.69
C28 2.95 4.21 -1.58
C29 2.08 3.15 -1.27
C30 2.16 2.04 -2.15
H21 4.41 3.07 -4.36
H22 4.41 5.04 -2.90
H23 2.98 5.11 -0.97
H24 1.49 3.12 -0.36
H25 1.47 1.28 -1.82
O11 -2.52 -0.84 3.86
N6 -3.12 -0.13 3.00
O12 -2.55 0.23 2.01
C31 -4.49 0.36 3.17
C32 -5.19 0.09 4.34
C33 -6.48 0.39 4.53
C34 -7.22 1.04 3.49
C35 -6.60 1.30 2.28
C36 -5.23 0.90 2.13
H26 -4.67 -0.59 5.01
H27 -6.93 0.01 5.43
H28 -8.22 1.39 3.69
H29 -7.08 1.72 1.41
H30 -4.77 1.20 1.20
O13 -4.71 -4.15 3.79
N7 -3.91 -4.01 2.88
O14 -4.26 -3.64 1.73
C37 -2.44 -4.00 3.15
C38 -1.60 -3.58 2.16
C39 -0.21 -3.57 2.34
C40 0.26 -3.96 3.59
C41 -0.56 -4.37 4.66
C42 -1.92 -4.39 4.40
H31 -1.91 -3.32 1.16
H32 0.43 -3.24 1.53
H33 1.34 -4.03 3.56
H34 -0.15 -4.66 5.61
H35 -2.64 -4.54 5.20
O15 -1.83 -1.83 -0.59
N8 -0.83 -2.00 -1.29
O16 -0.82 -2.60 -2.34
C43 0.39 -1.23 -0.87
C44 1.61 -1.56 -1.42
C45 2.75 -1.00 -0.87
C46 2.71 -0.05 0.17
C47 1.51 0.25 0.73
C48 0.33 -0.39 0.22
H36 1.68 -2.19 -2.29
H37 3.73 -1.08 -1.31
H38 3.58 0.47 0.53
H39 1.47 1.00 1.50
H40 -0.64 -0.03 0.51
C49 1.38 -4.56 -3.73
N9 2.81 -4.34 -3.64
C50 3.35 -3.49 -4.68
C51 3.54 -4.98 -2.75
O17 4.72 -4.80 -2.66
H41 1.23 -5.03 -4.71
H42 0.81 -3.65 -3.60
H43 1.03 -5.31 -3.02
H44 2.60 -2.69 -4.70
H45 4.27 -2.97 -4.43
H46 3.48 -4.06 -5.59
H47 2.92 -5.57 -2.05
C52 6.47 -1.98 -2.81
N10 6.79 -0.93 -1.78
C53 6.89 -1.31 -0.42
C54 6.74 0.37 -2.08
O18 6.57 0.78 -3.23
H48 6.26 -1.62 -3.81
H49 5.59 -2.59 -2.61
H50 7.31 -2.67 -2.93
H51 5.95 -1.48 0.11
H52 7.62 -2.10 -0.26
H53 7.39 -0.53 0.14
H54 7.02 1.08 -1.29
C55 2.56 -1.92 5.60
N11 1.32 -1.20 5.67
C56 0.46 -1.61 6.76
C57 0.93 -0.29 4.81
O19 1.59 0.10 3.85
H55 3.14 -1.73 4.69
H56 2.33 -2.99 5.64
H57 3.21 -1.62 6.41
H58 0.69 -2.64 7.01
H59 0.69 -1.29 7.78
H60 -0.58 -1.46 6.47
H61 -0.09 -0.03 5.15
C58 5.10 2.25 2.19
N12 5.66 1.02 2.71
C59 7.11 0.94 2.48
C60 5.00 -0.07 3.06
O20 5.43 -1.22 3.23
H62 5.55 3.01 2.84
H63 4.03 2.46 2.20
H64 5.34 2.45 1.15
H65 7.67 1.63 3.12
H66 7.61 -0.01 2.61
H67 7.26 1.21 1.44
H68 3.92 0.13 3.09

Entry 3:
This record from OMol25 describes an isolated molecule of C7H12N2O6 in a non-equilibrium geometry. The level of theory is the ωB97M-V functional and the def2-TZVPD basis.

SMILES ... N[C@@H](CO)C(=O)N[C@@H](CC(=O)O)C(=O)O
Orbital gap ... 9.075 eV
Energy relative to the best compared isomer or geometry (same formula, charge and spin) ... 135.7 kcal per mole
Charge ... 0

Element x y z (Å)
N1 2.88 -0.20 1.83
C1 1.60 -0.77 1.59
C2 1.09 -0.82 3.07
O1 2.07 -1.50 3.87
C3 0.83 0.11 0.65
O2 1.25 1.25 0.47
N2 -0.30 -0.55 -0.03
C4 -1.15 0.18 -0.81
C5 -0.69 0.36 -2.18
C6 -1.50 1.15 -3.31
O3 -2.82 1.34 -3.51
O4 -0.20 1.74 -3.94
C7 -2.65 -0.48 -0.57
O5 -2.94 -1.42 0.17
O6 -3.61 0.11 -1.12
H1 3.56 -0.56 1.18
H2 2.70 0.86 1.95
H3 1.96 -1.80 1.42
H4 1.12 0.32 3.40
H5 0.15 -1.26 2.97
H6 2.86 -1.16 3.60
H7 -0.93 -1.30 0.42
H8 -1.55 1.23 -0.28
H9 -0.27 -0.79 -2.45
H10 0.30 0.67 -2.02
H11 -0.42 2.45 -4.58
H12 -3.32 0.85 -1.78